# 1
C6H18Cl2O3PbS3 | the ωB97M-V functional and the def2-TZVPD basis

Geometry as ORCA input:
```
! wB97M-V def2-TZVPD RIJCOSX def2/J DEFGRID3
* xyz 1 2
Pb 1.6988 1.7684 -1.0528
Cl 2.9782 0.4535 -3.3748
Cl 0.8291 4.2556 -2.3146
C -0.0242 3.7722 2.4896
S -0.6821 2.0626 1.9431
O -0.2427 1.8712 0.5077
C 0.3063 0.8535 2.9811
H -0.3828 4.5853 1.8584
H 1.0480 3.8321 2.3025
H -0.3224 4.0580 3.4982
H 0.2875 -0.2240 2.8174
H 0.1689 1.0951 4.0351
H 1.3275 1.1765 2.7791
C 1.5539 -2.8244 -1.5034
S 2.4978 -1.9816 -0.1354
O 2.0345 -0.5147 -0.2463
C 1.7613 -2.7447 1.4386
H 1.8519 -2.2344 -2.3701
H 0.4802 -2.8241 -1.3159
H 1.9359 -3.8405 -1.6024
H 0.7169 -2.5867 1.1694
H 2.2236 -2.2720 2.3051
H 1.7734 -3.8316 1.5208
C -2.3858 -0.9865 -0.5518
S -2.0045 0.5034 -1.5098
O -0.4618 0.5482 -1.6980
C -2.8421 -0.0234 -3.0528
H -1.5280 -0.9715 0.1206
H -2.4028 -1.9197 -1.1148
H -3.2677 -0.8130 0.0648
H -2.5293 0.6138 -3.8800
H -3.9076 0.1957 -2.9837
H -2.4898 -1.0523 -3.1246
*
```

maximum force	0.0430	hartree/bohr
E_HOMO (spin up / spin down)	-12.56 / -11.88	eV
Kohn-Sham gap (spin up / spin down)	9.166 / 4.537	eV
LUMO energy (spin up / spin down)	-3.4 / -7.3	eV

Here are the Löwdin charges for atoms 1 to 2, given in e: 1.21, -0.14

# 2
C6H18ClNSi2 | the ωB97M-V functional and the def2-TZVPD basis

Geometry as ORCA input:
```
! wB97M-V def2-TZVPD RIJCOSX def2/J DEFGRID3
* xyz 0 1
C -1.1010 0.8200 1.6427
C -2.5854 0.4304 -2.1194
C 0.0974 -1.2745 -1.6985
C -2.4568 -1.8803 -0.0466
C 2.7658 -0.6136 1.4096
C 2.4027 2.2848 0.8248
N -0.7079 0.2676 0.3809
Si -1.4932 -0.4964 -0.8854
Si 2.3715 0.6128 0.0883
Cl 3.5069 0.4916 -1.6210
H -0.5101 0.4429 2.4078
H -1.2372 1.9102 1.6952
H -2.0355 0.3422 1.8845
H -1.8619 0.7471 -2.8823
H -3.3806 -0.0066 -2.6396
H -2.8530 1.3961 -1.7466
H 0.8774 -0.5380 -1.8346
H 0.6282 -2.0364 -1.0803
H -0.1894 -1.9335 -2.5129
H -3.0720 -1.3888 0.7147
H -3.2504 -2.4869 -0.7600
H -1.9506 -2.6744 0.4954
H 2.1166 -0.2156 2.1656
H 2.6427 -1.6699 1.2548
H 3.8345 -0.4315 1.7065
H 1.5215 2.7862 0.9831
H 2.8638 2.0439 1.7638
H 3.0559 3.0705 0.4094
*
```

maximum force	0.0665	hartree/bohr
E_HOMO (spin up / spin down)	-8.04 / -7.24	eV
Kohn-Sham gap (spin up / spin down)	7.460 / 6.283	eV
LUMO energy (spin up / spin down)	-0.6 / -1.0	eV
ΔE to the lowest compared entry with this formula, charge and spin	24.4	kcal/mol

Here are the Löwdin charges for atoms 1 to 2, given in e: -0.24, -0.17

# 3
C6H18CsO3 | the ωB97M-V functional and the def2-TZVPD basis

Geometry as ORCA input:
```
! wB97M-V def2-TZVPD RIJCOSX def2/J DEFGRID3
* xyz 1 1
Cs 0.0935 4.2486 0.8489
C -3.2385 0.6686 4.3525
C -3.8070 -0.5820 5.1880
O -4.3276 -1.6101 4.2758
H -3.9614 0.7240 3.5386
H -2.2321 0.6460 3.9344
H -3.2911 1.5229 5.0274
H -4.6393 -0.3046 5.8349
H -3.1148 -0.9886 5.9252
H -5.2134 -1.2626 4.1484
C 2.9092 6.3615 -4.0430
C 2.7525 7.3086 -2.8378
O 3.5621 6.9807 -1.7261
H 2.1638 6.5205 -4.8223
H 2.9272 5.2856 -3.8694
H 3.9022 6.5214 -4.4630
H 1.7062 7.0437 -2.6858
H 2.7958 8.3735 -3.0664
H 4.4729 6.9732 -2.0294
C 4.9563 2.2840 2.8685
C 4.5409 3.2855 4.0303
O 3.2091 3.1309 4.4323
H 4.1684 2.3312 2.1167
H 5.0542 1.2422 3.1737
H 5.9335 2.4383 2.4107
H 4.5700 4.2784 3.5816
H 5.1927 3.0668 4.8762
H 3.1355 2.7354 5.3040
*
```

maximum force	0.0439	hartree/bohr
E_HOMO	-12.28	eV
Kohn-Sham gap	8.442	eV
LUMO energy	-3.8	eV
ΔE to the lowest compared entry with this formula, charge and spin	47.1	kcal/mol

Here are the Löwdin charges for atoms 1 to 2, given in e: 0.93, -0.07

# 4
C6H18F2O6Zn | the ωB97M-V functional and the def2-TZVPD basis

Geometry as ORCA input:
```
! wB97M-V def2-TZVPD RIJCOSX def2/J DEFGRID3
* xyz 0 1
Zn 5.7852 8.6753 6.3951
F 7.3110 7.5900 6.8201
F 4.2987 9.6602 6.0287
C 5.2688 8.5309 9.5686
C 5.4771 9.9208 9.0214
O 6.5554 9.9985 8.1377
O 5.2245 7.6520 8.4233
H 4.3501 8.4601 10.1529
H 6.0896 8.2609 10.2252
H 5.6030 10.5897 9.8707
H 4.6285 10.3521 8.4792
H 7.2672 9.3838 8.3959
H 6.1168 7.2588 8.2806
C 6.4491 10.8194 3.9090
C 6.1287 11.9217 4.8811
O 4.7789 12.1297 4.9429
O 6.5938 9.5010 4.5399
H 7.4753 11.0142 3.4599
H 5.7784 10.8522 3.0581
H 6.4907 12.7811 4.3064
H 6.6413 11.7681 5.8613
H 4.3866 11.3016 5.3168
H 6.5920 8.8284 3.8161
C 4.7171 5.7468 5.3610
C 5.6794 5.0847 6.2756
O 7.0383 5.0849 5.9271
O 4.6124 7.1220 5.5767
H 3.7657 5.2321 5.5668
H 4.9670 5.5210 4.2506
H 5.5094 4.0449 6.4077
H 5.5162 5.4189 7.2581
H 7.4930 5.8748 6.2802
H 3.7115 7.4595 5.3893
*
```

maximum force	0.0578	hartree/bohr
E_HOMO	-9.81	eV
Kohn-Sham gap	10.196	eV
LUMO energy	0.4	eV

Here are the Löwdin charges for atoms 1 to 2, given in e: 0.72, -0.42

What did the third record say?
C6H18CsO3 | the ωB97M-V functional and the def2-TZVPD basis

Geometry as ORCA input:
```
! wB97M-V def2-TZVPD RIJCOSX def2/J DEFGRID3
* xyz 1 1
Cs 0.0935 4.2486 0.8489
C -3.2385 0.6686 4.3525
C -3.8070 -0.5820 5.1880
O -4.3276 -1.6101 4.2758
H -3.9614 0.7240 3.5386
H -2.2321 0.6460 3.9344
H -3.2911 1.5229 5.0274
H -4.6393 -0.3046 5.8349
H -3.1148 -0.9886 5.9252
H -5.2134 -1.2626 4.1484
C 2.9092 6.3615 -4.0430
C 2.7525 7.3086 -2.8378
O 3.5621 6.9807 -1.7261
H 2.1638 6.5205 -4.8223
H 2.9272 5.2856 -3.8694
H 3.9022 6.5214 -4.4630
H 1.7062 7.0437 -2.6858
H 2.7958 8.3735 -3.0664
H 4.4729 6.9732 -2.0294
C 4.9563 2.2840 2.8685
C 4.5409 3.2855 4.0303
O 3.2091 3.1309 4.4323
H 4.1684 2.3312 2.1167
H 5.0542 1.2422 3.1737
H 5.9335 2.4383 2.4107
H 4.5700 4.2784 3.5816
H 5.1927 3.0668 4.8762
H 3.1355 2.7354 5.3040
*
```

maximum force	0.0439	hartree/bohr
E_HOMO	-12.28	eV
Kohn-Sham gap	8.442	eV
LUMO energy	-3.8	eV
ΔE to the lowest compared entry with this formula, charge and spin	47.1	kcal/mol

Here are the Löwdin charges for atoms 1 to 2, given in e: 0.93, -0.07

Among the records above, which one has the lowest maximum force?
C6H18Cl2O3PbS3